A 2-piece molecular cluster, C5H11N overall, computed with the ωB97M-V functional and the def2-TZVPD basis.

Positions of all 17 atoms, in Å:
C: -1.859 1.096 -0.183
C: -1.448 -0.363 -0.315
N: -0.527 -0.740 0.709
C: 0.687 -1.652 1.465
C: 0.321 -0.272 1.520
H: -2.552 1.376 -0.981
H: -2.358 1.278 0.775
H: -0.990 1.759 -0.247
H: -2.326 -1.013 -0.229
H: -0.989 -0.571 -1.290
H: 0.145 -2.219 2.240
H: 0.587 0.722 1.877
C: 2.257 0.117 -1.070
H: 1.900 -0.813 -0.614
H: 2.823 0.680 -0.320
H: 1.421 0.732 -1.424
H: 2.909 -0.119 -1.914

Atoms 1-3, force components in eV/Å:
0.02 0.15 0.00
-0.15 0.06 -0.14
-0.06 0.32 0.55

## Properties
energy above the lowest of the compared OMol25 structures with the same formula, charge and spin = 116.07 kcal/mol
multiplicity = 1
gap between HOMO and LUMO = 0.30936 hartree
structure (SMILES) = CCN1C=C1.C
E = -251.6776 a.u.
HOMO energy = -7.48 eV
E_LUMO = 0.03450 Ha

One molecule with the formula C4H9NO2, computed with the ωB97M-V functional and the def2-TZVPD basis.

Positions of all 16 atoms, in Å:
H: 3.688 0.789 0.451
N: 3.260 0.174 -0.211
C: 2.030 -0.155 -0.112
O: 1.715 -1.001 -1.101
O: 1.132 0.214 0.791
C: -0.220 -0.272 0.682
C: -1.034 0.534 -0.317
C: -2.477 0.030 -0.380
H: 2.700 -0.903 -1.380
H: -0.629 -0.175 1.693
H: -0.199 -1.333 0.415
H: -0.559 0.448 -1.302
H: -1.011 1.592 -0.025
H: -2.972 0.098 0.598
H: -3.065 0.613 -1.094
H: -2.519 -1.016 -0.704

Atoms 1-3, force components in eV/Å:
-0.22 0.35 0.54
0.15 0.43 0.51
0.68 0.41 0.24

## Properties
energy above the lowest of the compared OMol25 structures with the same formula, charge and spin = 37.56 kcal/mol
multiplicity = 1
gap between HOMO and LUMO = 0.39194 hartree
structure (SMILES) = [H]/N=C(/O)OCCC
E = -363.0257 a.u.
HOMO energy = -9.71 eV
E_LUMO = 0.03498 Ha

One molecule with the formula C5H8N4O2, computed with the ωB97M-V functional and the def2-TZVPD basis.

Positions of all 19 atoms, in Å:
O: 4.791 -0.042 -0.014
C: 3.678 0.169 0.086
O: 3.183 1.406 0.490
C: 2.606 -0.939 -0.198
N: 1.370 -0.840 -0.166
N: 0.704 0.320 -0.188
C: -0.667 0.374 -0.115
N: -1.449 1.257 -0.394
C: -2.798 0.807 0.005
C: -2.607 -0.686 0.264
N: -1.164 -0.802 0.491
H: 2.013 1.407 0.632
H: 3.171 -1.878 -0.655
H: 0.924 1.021 -0.981
H: -3.050 1.051 1.021
H: -3.577 1.212 -1.003
H: -3.142 -1.376 -0.604
H: -3.177 -0.953 1.171
H: -0.809 -1.508 0.157

Atoms 1-3, force components in eV/Å:
5.40 -1.00 -0.47
-6.98 1.86 0.44
-3.99 -0.90 0.39

## Properties
energy above the lowest of the compared OMol25 structures with the same formula, charge and spin = 141.13 kcal/mol
multiplicity = 1
gap between HOMO and LUMO = 0.33634 hartree
structure (SMILES) = O=C(O)/C=N\NC1=NCCN1
E = -564.6570 a.u.
HOMO energy = -9.25 eV
E_LUMO = -0.00376 Ha